The following is a DFT calculation (ωB97M-V with the def2-TZVPD basis set) of a cluster of 15 separate species, C70H170O35 in total in a non-equilibrium geometry.

Positions of all 275 atoms, in Å:
C1 14.40257 21.88115 26.01463
O1 14.84440 21.62007 27.34484
C2 14.66424 20.30310 27.81341
C3 13.69414 20.38538 29.04222
O2 13.45738 19.07358 29.36445
C4 12.35104 18.86561 30.18122
H1 14.43051 22.95324 25.79716
H2 13.39238 21.49508 25.86191
H3 15.09631 21.35439 25.30683
H4 15.62654 19.87642 28.08317
H5 14.21144 19.61360 27.11781
H6 12.79165 20.95769 28.66794
H7 14.17245 20.93342 29.86419
H8 12.49650 19.28282 31.18922
H9 12.17520 17.77383 30.21885
H10 11.43935 19.32318 29.77241
C5 18.12530 14.38516 24.79323
O3 18.60193 13.35767 23.97803
C6 17.53238 12.80605 23.26226
C7 17.89592 11.68025 22.36128
O4 17.83967 10.36658 22.86999
C8 16.67090 10.02441 23.54037
H11 17.39686 14.03162 25.51456
H12 17.59433 15.16327 24.17635
H13 18.95668 14.82869 25.29624
H14 17.16146 13.58385 22.57132
H15 16.68751 12.65110 23.94912
H16 18.88406 11.82575 21.88110
H17 17.14326 11.71135 21.54134
H18 16.54118 8.95945 23.35072
H19 15.79984 10.49510 23.02635
H20 16.70115 10.32564 24.58213
C9 14.52775 13.62953 16.35547
O5 15.09531 14.11136 17.51389
C10 15.42482 15.49511 17.38869
C11 16.16391 15.82324 18.67657
O6 15.25739 15.88831 19.75957
C12 15.94135 16.17513 20.96981
H21 14.37014 12.55996 16.39225
H22 15.14522 13.75920 15.45032
H23 13.52043 14.02527 16.13851
H24 14.51138 16.15493 17.25921
H25 16.08924 15.61620 16.51967
H26 16.52466 16.82143 18.51610
H27 17.00490 15.12871 18.78690
H28 15.18528 16.48824 21.71579
H29 16.59477 17.03224 20.88273
H30 16.51848 15.31109 21.27885
C13 20.80812 18.67804 21.85148
O7 20.86996 20.06762 21.97018
C14 21.75361 20.67122 21.03760
C15 21.61053 22.14302 21.18528
O8 22.65184 22.87942 20.57862
C16 22.26579 24.18881 20.43234
H31 21.76314 18.17581 21.81196
H32 20.16630 18.33780 21.02751
H33 20.38279 18.23035 22.75181
H34 21.49971 20.33575 20.01774
H35 22.81534 20.32808 21.24820
H36 21.43759 22.38759 22.23286
H37 20.62168 22.33842 20.76918
H38 21.38126 24.27661 19.75956
H39 23.03282 24.75063 19.86656
H40 22.09139 24.70838 21.39634
C17 21.05770 18.26414 29.39248
O9 21.78817 17.61913 28.32909
C18 23.17790 17.55343 28.59813
C19 23.82442 18.95094 28.63502
O10 23.83118 19.50467 27.29394
C20 24.94097 18.95869 26.60212
H41 21.41003 17.95913 30.38789
H42 20.01142 18.04441 29.38116
H43 21.03406 19.34223 29.32394
H44 23.51314 17.00921 27.72568
H45 23.35628 16.95138 29.51965
H46 24.77199 18.97416 29.14527
H47 23.23883 19.65098 29.26374
H48 24.96858 17.86450 26.57819
H49 25.84125 19.27539 27.06445
H50 25.02838 19.33379 25.58060
C21 17.65220 19.33946 29.64814
O11 17.70406 18.25216 30.51507
C22 18.16627 18.62172 31.77328
C23 18.23607 17.35677 32.61924
O12 16.93413 17.20085 33.09150
C24 16.78546 15.84778 33.47354
H51 18.62988 19.88098 29.52892
H52 16.86300 20.08311 29.88664
H53 17.33783 18.98023 28.66473
H54 17.48054 19.29464 32.24179
H55 19.14246 19.07586 31.64979
H56 18.94706 17.46789 33.44371
H57 18.50477 16.45133 32.03170
H58 17.43099 15.59428 34.31924
H59 17.06713 15.13264 32.71685
H60 15.77368 15.59007 33.75702
C25 12.51058 17.29101 26.46962
O13 11.32559 16.84434 25.85300
C26 10.28272 16.57380 26.78330
C27 10.51779 15.38271 27.63703
O14 10.31871 14.24457 26.81268
C28 10.66608 13.08890 27.58037
H61 13.09072 16.43687 26.92545
H62 12.27703 18.00776 27.27634
H63 13.15142 17.78206 25.72898
H64 9.40391 16.41127 26.18607
H65 9.99389 17.45159 27.39905
H66 9.81076 15.43724 28.45500
H67 11.52149 15.40080 28.06348
H68 9.97470 12.91179 28.41524
H69 11.65781 13.29494 27.96502
H70 10.58753 12.19563 26.96070
C29 19.63563 18.41885 26.35310
O15 19.11519 17.99790 25.10645
C30 18.60712 19.12738 24.42122
C31 17.66807 18.63942 23.34310
O16 16.69337 17.71876 23.85045
C32 15.96128 18.22234 24.88583
H71 19.72971 17.46170 26.91054
H72 18.88020 19.06188 26.78753
H73 20.62207 18.86861 26.29966
H74 19.41797 19.71921 23.94680
H75 18.06032 19.82644 25.10160
H76 18.28177 17.99516 22.67277
H77 17.16973 19.48519 22.81876
H78 15.11484 17.53925 25.01956
H79 15.54070 19.24675 24.63438
H80 16.50290 18.34080 25.82749
C33 19.97853 21.87970 33.43610
O17 20.60765 22.36591 32.28213
C34 19.67378 23.00548 31.43863
C35 20.36726 23.09836 30.08040
O18 20.63360 21.78082 29.64983
C36 21.35593 21.88769 28.41872
H81 20.78907 21.42258 34.02210
H82 19.22187 21.11883 33.15685
H83 19.49927 22.63879 34.07671
H84 19.45998 24.03398 31.84485
H85 18.75765 22.36049 31.45477
H86 21.32132 23.69543 30.27076
H87 19.83329 23.72048 29.35286
H88 21.38386 20.90561 27.94130
H89 22.35827 22.30352 28.59169
H90 20.77866 22.50232 27.71737
C37 21.72366 21.41656 25.24683
O19 22.23527 22.66479 25.72328
C38 23.64880 22.73300 25.78916
C39 24.05808 24.07725 26.32304
O20 25.48095 24.12667 26.24201
C40 26.05125 25.38927 26.47087
H91 20.64460 21.37714 25.29104
H92 22.05058 20.57995 25.84137
H93 21.94620 21.19031 24.18802
H94 24.09347 22.66361 24.73842
H95 24.02453 21.97221 26.44678
H96 23.73374 24.20380 27.37595
H97 23.58900 24.87389 25.70779
H98 27.15172 25.20286 26.62426
H99 25.63154 25.78171 27.40016
H100 25.90107 26.15738 25.69852
C41 23.36886 11.68565 24.60342
O21 22.97737 13.02241 24.62243
C42 22.55392 13.55970 25.81867
C43 22.08067 14.99780 25.56619
O22 23.16634 15.86797 25.19693
C44 22.70753 17.13640 24.65946
C45 23.69766 17.66006 23.66156
O23 23.55672 17.04568 22.43727
C46 24.57526 17.36457 21.49651
H101 23.20529 11.23055 23.59987
H102 22.79598 11.10394 25.32664
H103 24.42315 11.60497 24.78272
H104 23.34519 13.50906 26.58898
H105 21.73540 13.02868 26.31473
H106 21.56249 15.34578 26.48229
H107 21.37879 14.95614 24.71068
H108 22.59344 17.89554 25.46210
H109 21.72403 16.99077 24.19845
H110 24.71868 17.43766 23.97022
H111 23.56022 18.76150 23.58457
H112 24.61295 18.48872 21.42779
H113 24.18110 16.89860 20.56781
H114 25.55836 16.96451 21.73905
C47 16.32321 10.75353 27.54445
O24 15.13888 11.06749 26.76873
C48 14.59693 12.29508 27.21062
C49 13.93223 12.98230 26.06031
O25 14.90306 13.49784 25.16098
C50 14.44702 14.46149 24.23573
C51 13.23153 14.04551 23.48402
O26 13.31659 12.72440 22.96119
C52 12.12788 12.44635 22.27158
H115 16.05969 10.68580 28.62655
H116 17.04539 11.58310 27.53476
H117 16.71812 9.79745 27.16048
H118 15.40707 12.95358 27.55666
H119 13.87003 12.31807 28.03410
H120 13.22552 13.75280 26.43117
H121 13.28936 12.21928 25.59110
H122 15.28499 14.68293 23.60353
H123 14.28906 15.45170 24.72782
H124 13.08230 14.81888 22.67117
H125 12.27482 14.07055 24.08006
H126 11.35532 12.04376 22.97481
H127 12.33704 11.68818 21.49925
H128 11.70194 13.24631 21.69448
C53 18.21039 20.10674 19.34633
O27 18.22080 18.77807 18.85761
C54 19.26008 18.55628 17.94540
C55 18.96955 17.30555 17.11263
O28 17.87863 17.41714 16.29808
C56 18.02710 18.29921 15.21466
C57 16.88639 17.95620 14.23181
O29 16.99592 16.66431 13.67194
C58 17.89463 16.64073 12.57573
H129 18.11654 20.83524 18.54712
H130 19.04098 20.29722 20.01618
H131 17.34336 20.22205 19.95623
H132 20.21863 18.47966 18.51164
H133 19.43863 19.35091 17.24394
H134 18.73154 16.48552 17.79272
H135 19.93755 17.00411 16.63142
H136 18.98148 18.16124 14.73042
H137 18.04849 19.34165 15.52457
H138 16.74423 18.78460 13.51575
H139 15.94158 17.90236 14.82970
H140 17.52858 17.41702 11.87646
H141 17.86883 15.66251 12.10314
H142 18.91716 16.89419 12.84534
C59 13.59108 23.85151 20.07514
O30 14.23144 23.33686 21.21423
C60 14.20261 21.91764 21.16116
C61 15.08099 21.35402 22.25808
O31 16.46520 21.58158 22.15122
C62 16.80974 22.87230 22.63925
C63 18.20104 22.89155 23.25740
O32 18.22477 22.27011 24.51923
C64 18.03338 23.10129 25.60013
H143 12.56363 23.53068 20.00735
H144 14.04595 23.59034 19.12640
H145 13.52731 24.91968 20.28661
H146 14.62059 21.57073 20.19477
H147 13.13657 21.64662 21.12653
H148 14.99241 20.25671 22.29410
H149 14.68064 21.77322 23.21565
H150 16.03745 23.24587 23.29385
H151 16.80668 23.49451 21.72895
H152 18.49968 23.93808 23.30638
H153 18.87231 22.38622 22.55965
H154 17.41894 23.99876 25.41484
H155 19.05265 23.34094 25.89554
H156 17.58112 22.57044 26.48590
C65 14.42421 15.92145 29.74837
O33 14.69298 15.14390 28.58229
C66 15.51920 15.79340 27.67949
C67 16.93156 16.00959 28.08578
O34 17.62242 14.82031 28.32667
C68 18.94198 14.99445 28.80221
C69 19.52431 13.66561 29.18457
O35 19.74207 12.87971 28.00276
C70 20.31747 11.59825 28.40641
H157 15.32194 16.18813 30.25909
H158 13.86365 15.26136 30.40512
H159 13.85388 16.83708 29.58753
H160 15.14682 16.80307 27.39561
H161 15.46990 15.18242 26.77664
H162 16.83967 16.58526 29.00663
H163 17.40482 16.65116 27.34304
H164 18.78042 15.56356 29.73995
H165 19.54676 15.63717 28.11031
H166 18.84489 13.19267 29.86652
H167 20.46119 13.89555 29.72025
H168 19.72522 10.93599 29.07099
H169 21.20958 11.79308 29.01064
H170 20.59130 11.11240 27.48742

Force components x, y, z for each atom (eV/Å):
0.9 -1.0 -0.2
0.0 0.6 -0.5
-0.7 0.7 1.2
0.9 1.0 -1.9
-0.3 -0.9 0.2
-0.8 -0.5 0.5
0.0 -0.2 0.3
-0.1 0.1 -0.1
-0.6 0.5 0.3
0.0 0.0 0.2
-0.3 0.0 -0.6
0.6 -0.6 0.6
-0.2 0.1 0.0
0.0 -0.2 -0.1
0.1 0.6 0.3
0.1 0.1 -0.1
-0.9 0.8 -0.7
0.6 -0.6 0.1
-0.5 1.2 -0.1
-0.6 -0.7 -1.1
1.6 0.1 0.0
-1.0 0.2 -1.2
-0.1 -0.3 0.4
0.5 -0.3 0.4
0.5 0.4 0.3
0.0 0.1 0.0
0.1 -0.6 -0.2
-0.4 -0.1 0.5
0.3 0.1 0.2
0.0 -0.2 0.7
0.2 0.0 0.5
-0.2 -0.2 0.2
-0.8 -0.7 -1.4
-0.1 0.5 -0.1
-0.2 -0.5 0.7
-0.9 0.8 -1.0
0.4 -0.3 0.2
-1.1 0.3 0.1
0.1 -0.4 0.6
0.1 0.4 0.2
0.2 0.4 0.1
0.8 -0.8 0.2
-0.1 0.2 0.2
0.8 0.7 0.1
-0.2 -0.1 0.4
0.4 -0.6 -0.2
0.5 0.3 -0.3
0.1 -0.2 0.4
-0.5 -1.2 0.3
0.1 0.7 0.0
1.5 -1.6 0.2
-0.8 0.1 0.1
-0.3 -1.4 0.4
-0.2 2.0 -1.1
0.6 0.2 -0.5
0.2 0.2 -0.2
-0.2 0.5 0.1
0.1 0.1 0.1
-0.9 0.4 -0.2
0.6 0.2 0.4
-0.1 0.6 -0.6
0.1 -0.1 0.7
0.0 -0.4 0.5
-0.1 -0.3 -0.4
0.4 -0.2 0.0
-0.9 0.6 1.2
-0.2 0.3 0.2
-1.6 0.4 -0.2
0.5 -0.6 0.9
0.0 -0.1 -0.6
0.2 0.1 -0.2
-0.7 -0.9 -0.5
0.6 0.4 0.0
0.6 -0.3 0.0
0.1 0.5 -0.4
0.9 -0.3 -0.4
-0.1 -0.4 -0.5
-0.3 0.0 -0.1
1.1 0.4 0.7
-0.6 0.0 0.0
-0.1 1.0 -1.1
-0.3 -0.1 -0.6
1.1 -1.3 0.1
0.1 0.7 -0.6
-0.7 -1.5 0.4
-0.1 -0.3 0.9
-0.7 -0.4 0.3
0.4 -0.2 0.5
0.3 -0.3 0.0
-0.4 0.7 0.5
0.5 0.4 0.2
0.1 0.0 0.1
0.2 0.7 0.0
0.1 0.2 0.3
0.1 0.0 -0.9
-0.4 0.5 0.1
0.4 -0.6 0.7
-0.3 0.2 0.2
0.0 1.1 -0.5
-0.1 0.0 -0.7
0.1 -0.5 1.0
-0.6 0.3 -0.3
-0.5 0.8 -0.4
0.2 -0.1 -0.2
-0.3 -0.1 0.0
-0.4 -0.3 -0.4
0.7 -0.1 -0.1
-0.4 -0.3 0.4
0.2 -0.1 0.1
0.0 0.3 0.1
0.4 -0.7 0.2
0.4 0.2 -0.2
-0.3 -2.0 0.1
0.0 0.9 -0.3
-0.3 0.6 -0.3
0.3 -1.0 -0.4
0.9 0.0 -0.9
-1.6 1.2 0.3
0.1 0.9 0.1
0.1 0.4 0.7
0.1 0.3 -0.1
-0.3 -0.1 0.2
0.5 -0.5 -0.2
-0.6 0.7 0.0
0.5 -0.5 0.2
0.2 0.2 0.2
0.2 -0.8 0.2
0.2 -0.2 0.1
0.5 -0.7 0.4
-0.2 0.4 0.3
0.1 0.2 0.0
0.6 0.6 1.4
0.2 0.8 -0.8
-0.8 -0.4 -0.1
-0.4 -0.1 0.0
0.2 0.2 0.3
0.1 0.1 -0.4
-0.1 -0.8 -0.5
0.4 0.7 -0.5
-0.7 -0.9 -0.2
-0.4 -0.4 -0.1
0.4 0.0 0.3
-0.2 -0.1 -0.2
0.3 0.2 0.1
0.2 0.0 -0.6
-0.4 -0.3 -0.3
-0.1 0.2 -1.7
0.1 0.8 0.1
-0.5 -0.2 -0.6
0.9 -0.2 0.9
-0.4 0.7 0.2
0.6 -0.3 0.4
0.4 0.4 0.3
-0.4 -0.3 1.2
0.4 -0.7 0.1
0.1 0.0 -0.3
0.2 -0.2 0.3
-1.1 0.4 -0.2
0.2 0.3 0.2
-0.1 -0.4 -0.2
-0.5 -0.5 -0.5
-0.2 0.1 -1.3
0.2 0.9 1.1
0.2 -0.3 -0.2
-0.6 0.5 0.0
0.0 -0.7 0.8
0.5 0.4 0.4
-0.2 -0.8 -1.1
-1.5 0.7 -0.3
-0.2 0.6 0.6
0.1 -0.2 0.1
0.8 -0.2 0.5
0.2 0.4 -0.2
-0.4 -0.2 -0.5
0.2 0.1 -0.4
0.0 0.0 0.5
0.0 -0.5 -0.1
0.1 0.1 -0.1
0.2 0.3 0.7
0.1 -0.2 -0.1
0.3 -0.9 -0.3
0.7 0.6 0.3
0.1 -0.1 0.3
-0.9 0.1 0.4
0.7 -0.1 1.1
0.8 1.4 -0.3
-0.9 -0.1 -0.3
-0.1 -0.1 0.4
0.1 0.2 1.1
-1.7 0.5 -0.6
0.3 1.1 -0.4
-0.4 -1.9 -0.1
0.0 -0.4 -0.6
0.1 -0.2 -0.6
-0.1 0.6 0.3
0.0 -0.1 0.0
0.1 -1.0 0.1
0.5 0.1 -0.1
0.2 0.2 -0.4
0.4 -0.3 -0.7
-0.5 -0.5 0.0
0.1 -0.8 0.5
0.9 0.3 0.0
0.4 0.3 -0.5
0.0 -0.1 0.5
0.0 1.0 0.1
-0.2 -0.5 0.1
-0.2 0.5 -0.3
0.8 -1.0 0.4
1.7 -0.5 1.9
-0.5 0.2 -0.9
-0.7 -0.5 -0.7
-0.9 0.3 1.5
0.5 0.3 -0.2
-0.7 0.8 -0.3
0.4 0.2 -0.3
0.6 0.2 -0.1
-0.8 -0.1 0.5
-0.3 -0.4 -0.4
-0.3 1.0 -0.3
0.1 0.0 0.1
-0.7 0.3 -0.3
0.6 -0.4 -0.3
-0.6 0.3 0.1
0.2 -0.5 -0.3
0.7 0.2 -0.3
0.4 -0.4 -0.2
-0.1 0.0 0.1
0.2 -0.1 0.2
-0.4 1.1 0.8
0.3 -0.6 -0.3
0.7 0.3 -1.1
-1.1 -0.8 1.0
-0.4 0.2 0.5
0.8 0.3 -1.6
-1.0 0.0 -0.4
-0.5 -1.3 -1.2
0.2 0.3 1.8
-0.6 -0.5 0.1
0.6 0.1 -0.1
0.3 0.1 -0.7
0.0 0.2 0.1
0.3 -0.6 0.7
-0.3 0.3 -0.1
0.4 -0.4 -0.4
-0.2 0.2 0.5
0.1 0.4 0.5
0.2 0.2 0.2
0.2 -0.2 0.3
0.3 -0.2 -0.1
0.0 0.9 0.6
0.2 0.2 -1.1
-0.5 -0.9 0.0
-0.7 0.4 1.0
-0.1 0.1 -1.9
0.0 0.4 1.0
-0.1 -0.8 -0.8
-1.0 1.2 0.5
0.6 0.8 -1.4
0.2 -1.2 1.9
0.1 1.1 0.2
0.8 0.3 0.4
-0.1 0.0 0.1
0.1 -0.1 -0.5
-0.1 -0.3 0.3
0.1 0.0 -0.2
0.6 0.3 0.3
0.3 0.0 -0.3
0.7 0.1 -0.1
-0.2 -0.8 0.4
-0.5 -0.6 0.4
0.1 -0.4 -0.2
-0.5 0.6 -0.6
0.3 0.1 -0.2
0.0 -0.4 -0.2

Calculated values
- LUMO: 0.48 eV
- HOMO energy: -8.489 eV
- Gap between HOMO and LUMO: 8.971 eV
- 2S+1: 1